Run A
Density functional theory data (ωB97M-V/def2-TZVPD) for a single C2H6N2O molecule.

```
11
Properties=species:S:1:pos:R:3
C 1.6693 0.0952 0.4637
N 0.3106 -0.1855 -0.0369
N -0.3390 -1.1612 0.7603
C -0.4615 0.7008 -0.7847
O -1.6731 0.7292 -0.7671
H 1.6246 0.3564 1.5925
H 2.3658 -0.8141 0.5208
H 2.2179 0.8800 -0.1748
H -0.1932 -0.9353 1.7224
H 0.1533 -2.0508 0.6736
H 0.1691 1.3810 -1.3356
```

Calculated values
Total charge: 0
SMILES: CN(N)C=O

These are the Mulliken partial charges, in e, on atoms 1 to 5: atom 1 (C): -0.734, atom 2 (N): 0.206, atom 3 (N): -0.649, atom 4 (C): 0.110, atom 5 (O): -0.510

Run B
Density functional theory data (ωB97M-V/def2-TZVPD) for 2 unconnected molecules or ions with the total composition C2H6N2O.

```
11
Properties=species:S:1:pos:R:3
N 1.7893 0.2740 -0.3716
C 0.7689 -0.6241 -0.5716
O 0.8605 -1.8225 -0.4156
H 1.6953 1.2368 -0.6643
H 2.4496 0.0281 0.3565
H -0.1245 -0.1338 -1.1698
C -1.7602 -0.0157 0.3906
N -0.9594 0.7277 1.1084
H -1.6560 -1.1046 0.3039
H -2.8397 0.1984 0.4148
H -0.2238 1.2357 0.6186
```

Calculated values
Total charge: 0
SMILES: NC=O.C=N

These are the Mulliken partial charges, in e, on atoms 1 to 5: atom 1 (N): -0.387, atom 2 (C): 0.081, atom 3 (O): -0.546, atom 4 (H): 0.263, atom 5 (H): 0.200

Winner for stability: run A

Run A
Density functional theory data (ωB97M-V/def2-TZVPD) for a single C5H5Cl molecule.

```
11
Properties=species:S:1:pos:R:3
C -1.4975 2.2484 0.0145
C -1.0503 1.1188 0.0766
C -0.6347 -0.5876 0.2974
Cl -2.0112 -1.6133 -0.2128
C 0.6325 -0.8572 -0.4530
C 1.8406 -0.5443 -0.0567
H -1.8391 3.1620 -0.1892
H -0.7923 -0.6763 1.5002
H 0.5332 -1.5401 -1.3378
H 2.8086 -0.6971 -0.5535
H 2.0102 -0.0132 0.9142
```

Calculated values
Total charge: 0
SMILES: C#C[C@@H](Cl)C=C

These are the Mulliken partial charges, in e, on atoms 1 to 5: atom 1 (C): 0.020, atom 2 (C): -0.706, atom 3 (C): 0.147, atom 4 (Cl): -0.169, atom 5 (C): -0.145

Run B
Density functional theory data (ωB97M-V/def2-TZVPD) for a single C5H5Cl molecule.

```
11
Properties=species:S:1:pos:R:3
C -1.2579 1.9313 1.4542
C -0.2874 1.4516 0.7886
C 1.1457 0.6711 -0.1638
C 0.8585 -0.5828 -0.5240
C -0.3131 -1.3551 -0.4658
Cl 2.3158 -1.2790 -1.2192
H -2.0609 2.5097 1.9356
H 1.9502 1.2444 -0.3036
H -1.1396 -0.7116 -0.3568
H -0.5368 -2.1715 0.2594
H -0.6746 -1.7080 -1.4047
```

Calculated values
Total charge: 0
SMILES: C#C/C=C(\C)Cl

These are the Mulliken partial charges, in e, on atoms 1 to 5: atom 1 (C): 0.025, atom 2 (C): -0.594, atom 3 (C): -0.619, atom 4 (C): 0.645, atom 5 (C): -0.965

Winner for stability: run A

Run A
Density functional theory data (ωB97M-V/def2-TZVPD) for a single C2H6N4 molecule.

```
12
Properties=species:S:1:pos:R:3
H -1.0120 1.7987 -1.3864
N -0.5104 2.3813 -0.4137
C -0.1108 1.4272 0.4978
N 0.0643 0.0229 0.3413
N 0.3068 -0.6395 1.6148
C 0.0826 -0.8018 -0.8058
N -0.0574 -0.2751 -1.9054
H -0.0758 -1.0959 -2.4805
H 0.4186 1.8126 1.5627
H -0.3560 -1.3469 1.9870
H 1.1557 -1.4598 1.3158
H 0.0945 -1.8236 -0.3276
```

Calculated values
Total charge: 0
SMILES: [H]/N=C\N(N)/C=N/[H]

These are the Mulliken partial charges, in e, on atoms 1 to 5: atom 1 (H): 0.284, atom 2 (N): -0.593, atom 3 (C): 0.110, atom 4 (N): 0.219, atom 5 (N): -0.906

Run B
Density functional theory data (ωB97M-V/def2-TZVPD) for a single C2H6N4 molecule.

```
12
Properties=species:S:1:pos:R:3
C -0.1253 0.8061 -0.2726
C 1.2022 0.1685 -0.2756
N -0.6217 1.2548 0.9632
N 1.4012 -0.8544 0.4504
N -1.2773 -0.0701 -0.4137
N -1.5767 -1.3294 -0.2204
H -0.2327 1.5629 -1.0441
H 2.1203 0.6373 -0.8574
H -0.4015 0.5644 1.6756
H 2.3578 -1.3327 0.4998
H -2.1357 0.5837 -0.3398
H -0.7107 -1.9910 -0.1655
```

Calculated values
Total charge: 0

These are the Mulliken partial charges, in e, on atoms 1 to 5: atom 1 (C): 0.338, atom 2 (C): -0.178, atom 3 (N): -0.745, atom 4 (N): -0.587, atom 5 (N): 0.175

Run C
Density functional theory data (ωB97M-V/def2-TZVPD) for a single C2H6N4 molecule.

```
12
Properties=species:S:1:pos:R:3
H 1.8487 -1.1764 -1.8266
N 2.4689 -0.8959 -1.0126
C 1.6591 -0.5446 -0.1117
N 0.2998 -0.6852 -0.3286
C -0.6224 0.0923 0.0957
N -1.9265 -0.3149 0.0107
N -0.4223 1.3351 0.6495
H 2.0174 -0.3232 0.8944
H -2.0428 -1.3000 -0.1703
H -2.5891 0.0851 0.6579
H 0.4941 1.7343 0.5308
H -1.1849 1.9934 0.6107
```

Calculated values
Total charge: 0
SMILES: [H]/N=C\N=C(N)N

These are the Mulliken partial charges, in e, on atoms 1 to 5: atom 1 (H): 0.295, atom 2 (N): -0.657, atom 3 (C): -0.006, atom 4 (N): -0.609, atom 5 (C): 0.508

Run D
Density functional theory data (ωB97M-V/def2-TZVPD) for a single C2H6N4 molecule.

```
12
Properties=species:S:1:pos:R:3
C 1.0862 2.2622 -1.2894
N 0.1921 1.6273 -0.5476
N 0.0436 0.2808 -0.7601
C -0.4082 -0.4368 0.3125
N -0.2903 -1.7144 0.4082
N -0.6686 -2.1673 1.7520
H 0.9261 3.3542 -1.1497
H 1.8050 1.8107 -2.0829
H 0.6293 -0.2395 -1.3515
H -0.9002 0.1505 1.1282
H -1.5850 -1.7310 1.9817
H -0.8301 -3.1966 1.5985
```

Calculated values
Total charge: 0
SMILES: C=NN/C=N/N

These are the Mulliken partial charges, in e, on atoms 1 to 5: atom 1 (C): -0.304, atom 2 (N): -0.449, atom 3 (N): 0.030, atom 4 (C): -0.031, atom 5 (N): -0.374

Winner for stability: run C

Run A
Density functional theory data (ωB97M-V/def2-TZVPD) for a single C5H5N molecule.

```
11
Properties=species:S:1:pos:R:3
C -0.4918 0.6221 1.5251
C 0.0953 -0.0959 0.5693
C 1.0308 0.4900 -0.4803
C 0.6739 -0.2100 -1.5917
N -0.4852 -1.0891 -1.3173
C -0.6418 -1.1589 -0.0623
H -0.3869 1.6871 1.7672
H -1.4247 0.2363 1.9798
H 1.8759 1.0981 -0.2708
H 1.1503 -0.0023 -2.5495
H -1.3959 -1.5773 0.4305
```

Calculated values
Total charge: 0
SMILES: C=C1C=CN=C1

These are the Mulliken partial charges, in e, on atoms 1 to 5: atom 1 (C): -0.640, atom 2 (C): 0.512, atom 3 (C): -0.374, atom 4 (C): -0.373, atom 5 (N): -0.520

Run B
Density functional theory data (ωB97M-V/def2-TZVPD) for a molecular structure, C5H5N.

```
11
Properties=species:S:1:pos:R:3
C 0.8431 -0.9741 1.8943
C -0.0559 0.2845 1.5775
C -1.7204 0.8626 -3.0471
C 1.3238 -0.9285 0.6508
C 0.4322 0.2910 0.3484
N -1.7301 -0.1448 -3.5487
H 0.8840 -1.5132 2.9067
H -0.5827 1.0083 2.3303
H -1.5494 1.8246 -2.5601
H 1.9329 -1.4628 0.0085
H 0.2225 0.7524 -0.5606
```

Calculated values
Total charge: 0

These are the Mulliken partial charges, in e, on atoms 1 to 5: atom 1 (C): -0.162, atom 2 (C): -0.381, atom 3 (C): 0.074, atom 4 (C): -0.717, atom 5 (C): -0.178

Winner for stability: run A

Run A
Density functional theory data (ωB97M-V/def2-TZVPD) for 2 unconnected molecules or ions with the total composition C5H5N.

```
11
Properties=species:S:1:pos:R:3
C -1.6567 -0.8585 -0.1293
C 0.7766 1.0728 0.8559
C 1.7344 0.2272 0.4003
C 2.6082 -0.5840 0.1163
C 0.1850 2.0160 0.0210
N -0.3862 2.8416 -0.5771
H -0.9039 -1.5082 -0.5843
H -2.5830 -1.4206 0.0126
H -1.8493 -0.0062 -0.7866
H -1.2962 -0.5042 0.8428
H 3.3711 -1.2759 -0.1716
```

Calculated values
Total charge: 0

These are the Mulliken partial charges, in e, on atoms 1 to 5: atom 1 (C): -0.994, atom 2 (C): -0.869, atom 3 (C): 0.180, atom 4 (C): 0.123, atom 5 (C): 0.536

Run B
Density functional theory data (ωB97M-V/def2-TZVPD) for a molecular structure, C5H5N.

```
11
Properties=species:S:1:pos:R:3
C 2.1172 -1.0285 2.2930
C -0.1184 -0.5676 1.0279
C 1.3802 -0.5099 1.3924
C 0.1962 0.0424 -0.2277
C -0.5578 0.2280 -1.5298
N 1.4328 0.1283 0.1286
H 2.4434 -1.2686 3.2238
H -0.7943 -0.0767 1.6218
H 0.2575 -0.2207 -2.2782
H -0.8069 1.2208 -1.7445
H -1.3470 -0.4212 -1.2652
```

Calculated values
Total charge: 0

These are the Mulliken partial charges, in e, on atoms 1 to 5: atom 1 (C): -0.597, atom 2 (C): -0.364, atom 3 (C): 0.305, atom 4 (C): 0.631, atom 5 (C): -0.827

Run C
Density functional theory data (ωB97M-V/def2-TZVPD) for 2 unconnected molecules or ions with the total composition C5H5N.

```
11
Properties=species:S:1:pos:R:3
C 0.4562 0.7847 -0.0249
C -0.0634 -0.5123 0.0876
C -0.1606 -1.5876 1.0778
C -0.5017 -1.6397 -0.2937
H -0.0957 1.4707 0.7078
H 0.4175 1.1496 -1.0430
H 1.4854 0.6932 0.1625
H -0.7644 -2.4457 -1.0476
C -3.2044 0.4093 -0.4474
N -2.9357 0.9450 0.5178
H -3.4802 -0.1197 -1.3400
```

Calculated values
Total charge: 0
SMILES: CC1=C=C1.C#N

These are the Mulliken partial charges, in e, on atoms 1 to 5: atom 1 (C): -0.991, atom 2 (C): 0.457, atom 3 (C): -0.755, atom 4 (C): 0.049, atom 5 (H): 0.296

Winner for stability: run C

Run A
Density functional theory data (ωB97M-V/def2-TZVPD) for a single C4H5FS molecule.

```
11
Properties=species:S:1:pos:R:3
C -0.3599 -1.2723 1.2427
C -0.4173 -0.8956 -0.0621
F -0.2921 -1.8531 -1.0280
C -0.3624 0.4828 -0.6373
C 0.9192 1.3316 -0.4200
S 0.9089 2.6692 0.4596
H -0.4531 -0.5414 2.0565
H -0.2130 -2.3030 1.3229
H -1.1871 1.1337 -0.2913
H -0.3531 0.3824 -1.7296
H 1.8098 0.8656 -0.9135
```

Calculated values
Total charge: 0
SMILES: C=C(F)CC=S

These are the Mulliken partial charges, in e, on atoms 1 to 5: atom 1 (C): -0.791, atom 2 (C): 0.578, atom 3 (F): -0.265, atom 4 (C): -0.702, atom 5 (C): -0.134

Run B
Density functional theory data (ωB97M-V/def2-TZVPD) for a single C4H5FS molecule.

```
11
Properties=species:S:1:pos:R:3
C -1.1802 0.2947 -0.1540
C -1.4601 -0.8793 0.2466
C 0.2261 0.7794 -0.4488
C 1.2821 -0.0820 0.3728
F -2.4517 -1.6170 0.5956
S 1.0124 -1.9198 0.1407
H -2.0723 0.7905 -0.3993
H 0.6445 0.6401 -1.5351
H 0.4010 1.7606 -0.0900
H 2.1765 0.1758 -0.2197
H 1.4216 0.0570 1.4912
```

Calculated values
Total charge: 0

These are the Mulliken partial charges, in e, on atoms 1 to 5: atom 1 (C): -0.013, atom 2 (C): -0.084, atom 3 (C): -0.409, atom 4 (C): -0.656, atom 5 (F): -0.168

Winner for stability: run A